Record 1
{
  "formula": "C8H6CuFN3O5P2S",
  "method": "ωB97M-V/def2-TZVPD",
  "elements": ["O", "C", "F", "N", "C", "O", "C", "C", "C", "P", "P", "O", "O", "O", "C", "N", "S", "N", "C", "C", "H", "H", "H", "H", "H", "H", "Cu"],
  "positions_angstrom": [[-3.691223, 0.286203, -1.831033], [-2.715573, -0.321287, -2.003844], [-1.701853, 0.276156, -2.818025], [-2.317731, -1.534285, -1.530997], [-2.366220, -1.647071, -0.049501], [-3.306926, -2.111706, 0.476746], [-1.168849, -1.158640, 0.683706], [-0.671615, 0.140568, 0.413635], [0.425823, 0.659675, 1.019555], [0.920553, 2.356056, 0.521685], [2.066599, 1.965127, -1.296846], [1.804105, 3.040734, -2.240462], [3.565002, 1.823758, -0.834801], [1.727987, 0.503990, -1.889308], [1.147011, -0.108556, 1.969111], [2.247986, 0.226227, 2.626690], [2.562460, -1.041577, 3.579222], [1.380351, -2.017855, 3.186809], [0.634561, -1.404385, 2.262929], [-0.520527, -1.910389, 1.615597], [-1.377688, -1.715277, -1.876190], [-1.126327, 0.839600, -0.291980], [-0.314356, 2.943580, 0.091081], [3.768774, 0.885390, -0.702018], [0.986127, 0.076987, -1.446251], [-0.860858, -2.900572, 1.880816], [-1.097593, 1.847550, -1.516325]],
  "forces_ev_per_a": [[-0.7, 0.8, 0.3], [-0.4, -0.8, -0.1], [0.2, -0.2, -0.1], [1.4, 0.8, -0.1], [-0.1, -0.4, -0.1], [-0.8, -0.3, 0.3], [0.3, 0.3, -0.3], [0.4, -0.5, 0.2], [0.1, 1.3, -0.6], [0.9, 0.2, 1.1], [-0.2, 0.2, -0.8], [-0.4, 0.4, -0.1], [-0.3, -0.5, 0.1], [0.0, 0.0, 0.4], [-0.8, 0.0, -0.6], [0.3, -0.3, 0.5], [0.1, 0.4, -0.2], [-0.1, -0.5, 0.1], [0.1, 0.3, 0.1], [-0.1, -0.6, 0.3], [-0.1, -0.4, 0.0], [-0.8, -1.1, 0.9], [-0.2, -0.4, -0.5], [0.4, 0.1, 0.1], [0.1, -0.2, 0.1], [-0.1, -0.1, -0.1], [0.6, 1.4, -1.1]],
  "lowdin_charge": [0.24, -0.51, 0.03, 0.21, -0.34, 0.24, -0.11, -0.10, -0.40, 1.00, 0.23, -0.27, -0.11, -0.14, -0.39, -0.19, 1.12, -0.20, -0.32, 0.10, 0.16, 0.02, -0.05, 0.10, 0.04, 0.15, 0.53],
  "e_homo_ev": -13.26,
  "total_charge": 1
}

Record 2
{
  "formula": "C52H42MnN6O7",
  "method": "ωB97M-V/def2-TZVPD",
  "elements": ["Mn", "C", "O", "C", "C", "C", "C", "C", "C", "C", "C", "C", "C", "C", "N", "C", "C", "C", "C", "C", "C", "C", "C", "C", "C", "O", "C", "C", "C", "C", "N", "C", "C", "C", "C", "C", "C", "O", "C", "C", "C", "C", "C", "C", "C", "N", "C", "C", "N", "C", "C", "C", "C", "O", "C", "C", "C", "H", "H", "H", "H", "H", "H", "H", "H", "H", "H", "H", "H", "H", "H", "H", "H", "H", "H", "H", "H", "H", "H", "H", "H", "H", "H", "H", "H", "H", "H", "H", "H", "H", "H", "H", "H", "N", "C", "C", "O", "N", "C", "C", "O", "O", "H", "H", "H", "H", "H", "H"],
  "positions_angstrom": [[-0.622256, 0.091517, -1.039012], [-1.240336, 7.720911, -5.372510], [0.116120, 7.409988, -5.134147], [0.285446, 6.255723, -4.369421], [0.742001, 5.090715, -4.968641], [0.923035, 3.939968, -4.228130], [0.676685, 3.891823, -2.830727], [0.159061, 5.088343, -2.267995], [-0.026810, 6.233971, -3.015105], [0.830876, 2.687980, -2.075119], [1.406828, 1.500897, -2.618324], [2.607087, 1.389535, -3.387973], [3.112385, 0.140464, -3.154185], [2.184536, -0.544364, -2.308040], [1.115447, 0.296874, -2.062153], [2.338412, -1.759613, -1.635111], [1.238565, -2.307605, -0.887351], [1.048678, -3.651367, -0.521289], [-0.238577, -3.773169, 0.011305], [-0.796907, -2.506833, -0.035059], [-3.017022, -2.658184, 1.346081], [-4.537234, -2.519736, 1.108660], [-5.333447, -1.552590, 1.711059], [-6.718443, -1.606937, 1.620302], [-7.330224, -2.632180, 0.917511], [-8.711186, -2.625789, 0.888382], [-9.341191, -3.862110, 0.665077], [-6.550247, -3.594943, 0.289331], [-5.169532, -3.533006, 0.397150], [-2.497397, -1.687798, 2.419827], [-1.807318, -0.647757, 1.871604], [-0.886951, -0.081114, 2.728096], [0.092253, 0.936914, 2.549876], [0.976469, 1.090661, 3.743340], [1.838709, 0.043508, 4.069623], [2.666002, 0.088260, 5.182524], [2.650038, 1.206002, 6.006008], [3.421706, 1.341312, 7.138912], [4.059503, 0.178749, 7.605936], [1.814536, 2.268082, 5.692463], [0.988764, 2.206459, 4.580609], [0.409065, 1.780300, 1.431934], [1.094054, 3.006612, 1.554570], [1.209369, 3.556805, 0.282702], [0.644028, 2.644450, -0.612667], [0.146039, 1.564711, 0.089314], [-1.173031, -0.739643, 3.952626], [-2.132997, -1.742857, 3.744291], [0.096035, -1.617523, -0.563887], [3.651583, -2.403647, -1.516310], [4.066042, -2.875471, -0.254475], [5.331343, -3.381450, -0.040062], [6.248867, -3.425889, -1.082101], [7.541346, -3.887637, -0.872312], [8.326060, -2.991358, -0.107544], [5.862959, -3.003522, -2.340358], [4.582667, -2.520361, -2.557046], [-1.268583, 8.686275, -5.879499], [-1.809263, 7.789831, -4.440475], [-1.714072, 6.965577, -6.010719], [0.936315, 5.095562, -6.035740], [1.242234, 3.032938, -4.725622], [-0.114411, 5.094546, -1.222301], [-0.427640, 7.126013, -2.545338], [3.083293, 2.174559, -3.954751], [4.061553, -0.222087, -3.511623], [1.759261, -4.444000, -0.699675], [-0.735878, -4.641971, 0.404104], [-4.869385, -0.759515, 2.286499], [-7.344276, -0.864671, 2.102594], [-10.351427, -3.766171, 1.064316], [-8.827228, -4.676354, 1.184952], [-9.400946, -4.110366, -0.400354], [-7.012009, -4.401287, -0.268908], [-4.550917, -4.306256, -0.039501], [1.856797, -0.834890, 3.436971], [3.321598, -0.748252, 5.387722], [4.454353, 0.418167, 8.592394], [4.889830, -0.122216, 6.958183], [3.357632, -0.656359, 7.694072], [1.817884, 3.135126, 6.342572], [0.315780, 3.029911, 4.380675], [1.483794, 3.436958, 2.460921], [1.717748, 4.470713, 0.016080], [-0.706095, -0.494722, 4.890803], [-2.523382, -2.431577, 4.475235], [3.378716, -2.789551, 0.573576], [5.621884, -3.730563, 0.944044], [9.250643, -3.508538, 0.147114], [7.817815, -2.688165, 0.811592], [8.559680, -2.085962, -0.679151], [6.576527, -3.063003, -3.154053], [4.293860, -2.252432, -3.563441], [-1.820712, 1.607376, -2.215668], [-2.019634, 0.882800, -3.487883], [-2.704529, -0.425109, -3.086253], [-3.738986, -0.806815, -3.642780], [-2.089911, -0.955201, -2.035858], [-2.820267, -1.957014, -1.269235], [-2.193622, -1.983846, 0.123132], [-2.691051, -3.922678, 1.577092], [-2.025342, -0.563680, 0.499817], [-2.726265, 1.768113, -1.787093], [-1.388564, 2.508952, -2.384637], [-1.036470, 0.697749, -3.924694], [-2.641852, 1.429307, -4.198172], [-2.734457, -2.957780, -1.700959], [-3.881517, -1.696517, -1.232136]],
  "forces_ev_per_a": [[-1.1, 0.4, -1.3], [-0.1, 0.0, -0.1], [0.0, 0.0, 0.1], [-0.1, -0.1, 0.1], [0.0, 0.2, -0.1], [0.0, -0.1, 0.3], [0.0, 0.5, -0.3], [0.0, -0.2, 0.1], [0.0, 0.1, -0.2], [0.3, -0.9, 0.0], [-0.7, 0.4, 1.0], [0.7, -0.7, -0.6], [0.2, 1.0, -0.3], [0.2, -1.3, 0.8], [0.7, 0.5, -1.1], [-0.6, 1.1, -0.4], [0.1, -0.3, 0.1], [0.2, 0.3, -0.1], [-0.1, 0.0, 0.1], [0.3, 0.1, 0.0], [0.2, 0.0, -0.3], [0.0, 0.0, 0.3], [0.0, 0.0, -0.2], [-0.1, 0.1, 0.0], [0.1, 0.1, 0.0], [0.0, 0.0, 0.1], [-0.1, 0.0, 0.0], [-0.1, -0.1, -0.1], [0.0, 0.0, 0.0], [0.2, 0.0, 0.0], [-0.4, -0.4, 0.1], [0.1, 0.2, 0.2], [-0.1, 0.0, -0.2], [0.0, -0.1, 0.0], [0.0, 0.1, 0.0], [0.1, 0.0, 0.1], [-0.1, 0.0, -0.1], [-0.1, 0.0, 0.0], [0.1, 0.0, 0.1], [0.1, 0.1, 0.1], [-0.1, -0.1, 0.1], [0.1, 0.1, 0.0], [0.0, -0.1, 0.0], [-0.1, 0.0, -0.1], [0.0, 0.1, 0.1], [-0.1, 0.5, 0.5], [0.1, 0.0, -0.1], [-0.2, 0.1, 0.0], [-0.1, -0.7, 0.4], [0.6, -0.4, 0.0], [-0.2, 0.3, -0.2], [0.2, -0.1, 0.0], [-0.1, 0.1, 0.1], [-0.1, 0.0, 0.0], [0.1, 0.1, 0.0], [0.2, -0.1, -0.1], [-0.4, -0.1, 0.0], [0.0, 0.0, 0.0], [0.0, 0.0, 0.0], [0.0, 0.0, 0.0], [0.0, 0.0, 0.0], [-0.1, 0.1, -0.1], [0.0, 0.0, 0.0], [0.0, 0.0, 0.0], [0.0, 0.0, 0.1], [0.0, 0.0, 0.1], [0.0, 0.0, 0.1], [-0.1, 0.0, 0.0], [0.0, 0.0, 0.0], [0.0, 0.0, 0.0], [0.0, 0.0, -0.1], [0.0, 0.0, 0.0], [0.0, 0.0, 0.0], [0.0, 0.0, 0.0], [0.0, 0.0, 0.1], [-0.1, 0.0, 0.0], [0.0, 0.0, 0.0], [0.0, 0.0, 0.0], [0.0, 0.0, 0.0], [0.0, 0.0, 0.0], [0.0, 0.0, 0.0], [0.0, 0.0, -0.1], [0.0, 0.0, 0.0], [0.0, 0.0, 0.0], [0.1, 0.0, 0.0], [0.1, -0.1, -0.1], [-0.1, -0.1, 0.0], [0.0, 0.0, 0.0], [0.0, 0.0, 0.0], [0.0, -0.1, 0.0], [0.0, 0.0, 0.0], [0.0, 0.0, 0.0], [0.0, 0.0, 0.0], [0.3, -0.3, 0.0], [-0.2, 0.0, 0.0], [0.0, 0.3, -0.1], [0.1, -0.1, 0.0], [0.0, -0.1, 0.4], [0.0, 0.2, 0.1], [-0.2, -0.7, 0.0], [-0.1, 0.0, -0.1], [-0.2, 0.2, 0.5], [0.0, -0.1, 0.2], [0.2, 0.0, 0.2], [0.0, 0.0, 0.0], [0.0, 0.0, 0.0], [0.0, 0.0, 0.0], [0.0, 0.0, 0.0]],
  "mulliken_spin": [3.90, 0.00, 0.00, 0.03, -0.01, 0.02, -0.05, 0.04, -0.01, 0.04, 0.01, 0.02, 0.00, 0.05, 0.05, 0.02, 0.01, 0.01, 0.01, -0.06, -0.01, 0.01, -0.01, 0.01, 0.00, 0.00, 0.00, 0.00, 0.00, 0.20, 0.01, -0.17, 0.30, 0.12, 0.01, 0.01, 0.01, 0.00, 0.00, 0.00, 0.05, -0.08, 0.19, -0.03, 0.16, 0.02, 0.24, -0.05, -0.10, -0.01, 0.00, 0.00, 0.00, 0.00, 0.00, 0.00, 0.00, 0.00, 0.00, 0.00, 0.00, 0.01, 0.00, 0.00, 0.00, 0.00, 0.00, 0.00, -0.01, 0.00, 0.00, 0.00, 0.00, 0.00, 0.00, 0.00, 0.00, 0.00, 0.00, 0.00, 0.00, 0.00, 0.02, 0.00, 0.03, 0.00, 0.00, 0.00, 0.00, 0.00, 0.00, 0.00, 0.00, 0.00, 0.01, 0.00, 0.01, -0.03, 0.01, -0.03, 0.01, 0.02, 0.01, 0.01, 0.00, 0.00, 0.00, -0.01],
  "e_homo_ev": [-0.36, -0.95],
  "total_charge": -2,
  "spin_multiplicity": 6
}

Record 3
{
  "formula": "C9H12N2O",
  "method": "ωB97M-V/def2-TZVPD",
  "elements": ["C", "C", "N", "C", "C", "O", "C", "C", "C", "N", "C", "C", "H", "H", "H", "H", "H", "H", "H", "H", "H", "H", "H", "H"],
  "positions_angstrom": [[1.725193, -1.286573, -2.662725], [2.321675, -1.970818, -1.593776], [1.971457, -1.610100, -0.341914], [1.002986, -0.603582, -0.222376], [0.206908, -0.160607, -1.252447], [-0.706336, 0.808271, -1.132031], [-1.286555, 1.212326, 0.024875], [-0.204438, 1.447888, 1.311745], [-0.342220, 0.339556, 2.357222], [-1.676035, 0.000350, 2.190163], [-1.976739, 0.022024, 0.768771], [0.612708, -0.489060, -2.684161], [2.139972, -1.316982, -3.778013], [3.241112, -2.486695, -1.707662], [0.826377, -0.122533, 0.850924], [-1.957674, 2.110493, -0.114525], [0.912519, 1.782516, 0.727387], [-0.188599, 2.607186, 1.799348], [0.247833, -0.728158, 2.186691], [-0.255697, 0.551849, 3.564231], [-2.338783, 0.874775, 2.334732], [-3.054463, -0.081929, 0.763559], [-1.552281, -0.905997, 0.263114], [0.331080, 0.005801, -3.653131]],
  "forces_ev_per_a": [[0.7, -0.5, -4.9], [-1.3, 2.7, 1.6], [-0.8, 1.2, -1.0], [0.6, -1.3, 2.0], [1.6, 0.0, -3.4], [-0.5, 1.0, -1.9], [0.2, -0.3, 5.4], [4.0, 6.4, -2.1], [2.1, -1.3, 3.0], [-5.1, 1.8, -0.5], [0.1, -2.5, -1.7], [0.1, 0.6, 3.8], [-0.3, -0.7, 2.6], [0.4, -0.9, -0.1], [1.1, -2.1, -3.5], [1.1, -1.0, -0.2], [-2.9, -1.7, 1.8], [-1.1, -3.2, -0.9], [-1.1, 2.9, 0.6], [0.5, 0.1, -3.3], [2.0, -1.9, 1.3], [-0.3, 0.3, -0.8], [-0.6, 0.9, 0.6], [-0.3, -0.5, 1.6]],
  "lowdin_charge": [-0.14, -0.16, 0.07, -0.11, -0.25, -0.03, -0.26, -0.16, -0.32, -0.12, -0.20, 0.03, 0.14, 0.09, 0.07, 0.16, 0.17, 0.15, 0.16, 0.17, 0.16, 0.11, 0.14, 0.13],
  "e_homo_ev": -8.54,
  "total_charge": 0,
  "smiles": "c1cncc(O[C@@H]2CCNC2)c1"
}

| no. | electronic energy (eV) |
| --- | --- |
| 1 | -99864.463 |
| 2 | -109196.060 |
| 3 | -14549.436 |